Record 1
DFT (wB97M-V/def2-TZVPD) results for a 10-piece molecular cluster, BF4H18O9 overall.

Output
total charge	-1
E_HOMO	-7.91	eV
strongest force on any atom	0.09056	hartree/bohr
HOMO-LUMO gap	10.405	eV
electronic energy	-30275.380	eV

```
32
Properties=species:S:1:pos:R:3:forces:R:3
B 4.45300 -11.88304 14.95083 -1.107 0.335 1.957
F 4.46462 -11.82538 13.64852 -0.522 0.399 -4.610
F 3.19763 -12.32017 15.40150 -0.807 0.150 0.318
F 5.35931 -12.76685 15.31708 2.624 -2.415 1.686
F 4.71100 -10.64240 15.46044 0.574 1.590 0.828
O 4.52020 -13.75242 17.98666 0.093 -0.014 0.535
H 4.27818 -13.29251 17.18282 -0.130 0.137 -0.297
H 4.67652 -14.65501 17.70896 0.020 -0.182 -0.118
O 6.67139 -13.08615 12.72552 0.392 -0.301 -0.563
H 7.42967 -12.52361 12.88299 0.169 0.063 0.118
H 5.98662 -12.72994 13.29159 -0.181 0.022 0.103
O 5.10993 -8.15089 16.48359 0.138 0.036 0.296
H 4.89230 -8.04038 15.55803 -0.131 -0.295 -0.343
H 5.34910 -7.27286 16.78037 0.052 0.220 0.175
O 6.05844 -9.90662 18.69242 0.425 0.005 0.331
H 5.23518 -9.96454 19.17730 -0.198 -0.142 0.062
H 5.81136 -9.54168 17.84272 -0.281 0.215 -0.427
O 3.23848 -10.13095 12.04072 -0.459 0.660 -0.460
H 3.74646 -10.78466 11.56024 0.154 -0.198 0.101
H 3.37124 -10.35363 12.96215 0.165 -0.191 0.065
O 2.31777 -9.94380 16.35713 -0.795 0.712 0.311
H 3.21859 -9.78124 16.63703 0.225 -0.038 -0.097
H 2.40332 -10.50873 15.58917 0.025 -0.242 0.122
O 1.66322 -14.38387 15.41834 -0.602 -0.719 0.056
H 2.15960 -13.59251 15.20956 0.275 0.368 0.079
H 1.89906 -15.00409 14.72847 0.023 -0.148 -0.111
O 7.65703 -14.83538 16.36959 0.161 -0.448 -0.007
H 6.99548 -14.15078 16.27006 -0.322 0.372 -0.147
H 8.28874 -14.47040 16.98925 0.075 0.143 0.124
O 8.03480 -10.55981 16.07592 0.354 -0.053 -0.276
H 7.10296 -10.38141 16.20272 -0.452 -0.112 -0.027
H 8.47394 -10.02183 16.73469 0.043 0.071 0.218
```
Forces are in eV/Å.

Just the Löwdin charges please, in e? Sure, here they are: atom 1 (B): -1.5029, atom 2 (F): 0.2208, atom 3 (F): 0.1125, atom 4 (F): 0.2297, atom 5 (F): 0.1684, atom 6 (O): -0.0473, atom 7 (H): -0.0031, atom 8 (H): 0.0300, atom 9 (O): -0.0537, atom 10 (H): 0.0297, atom 11 (H): -0.0175, atom 12 (O): -0.0394, atom 13 (H): 0.0538, atom 14 (H): 0.0499, atom 15 (O): -0.0530, atom 16 (H): 0.0351, atom 17 (H): -0.0279, atom 18 (O): -0.0581, atom 19 (H): 0.0272, atom 20 (H): 0.0024, atom 21 (O): -0.0551, atom 22 (H): -0.0049, atom 23 (H): 0.0053, atom 24 (O): -0.0598, atom 25 (H): -0.0170, atom 26 (H): 0.0219, atom 27 (O): -0.0549, atom 28 (H): 0.0036, atom 29 (H): 0.0264, atom 30 (O): -0.0450, atom 31 (H): -0.0033, atom 32 (H): 0.0262

=====

Record 2
DFT (wB97M-V/def2-TZVPD) results for one molecule with the formula C23H27ClN2O2.

Output
SMILES string	O=C(NCCCc1ccccc1)[C@@H]1CCC(=O)N(CCc2ccc(Cl)cc2)C1
E_HOMO	-9.13	eV
strongest force on any atom	0.01454	hartree/bohr
HOMO-LUMO gap	9.685	eV
electronic energy	-43889.001	eV

```
55
Properties=species:S:1:pos:R:3:forces:R:3
O -2.39862 -1.60135 1.93067 -0.352 -0.364 -0.064
C -1.51384 -0.77944 1.83046 0.219 0.705 0.121
N -0.20317 -1.09663 1.80707 0.458 -0.121 0.003
H 0.48570 -0.37124 1.68361 -0.148 0.124 0.044
C 0.25845 -2.46780 1.77040 -0.197 -0.294 -0.181
H 1.21823 -2.52280 2.28905 -0.040 -0.022 0.019
C 0.39388 -2.99127 0.33825 0.145 0.252 0.267
H -0.57955 -2.93022 -0.15183 -0.048 -0.069 -0.020
H 0.68738 -4.04150 0.37359 -0.025 -0.074 -0.044
C 1.42612 -2.19947 -0.47190 -0.245 -0.294 0.006
C 1.53901 -2.74762 -1.86509 0.088 0.161 0.044
C 0.70666 -2.28171 -2.87468 0.020 -0.003 0.012
C 0.78208 -2.80808 -4.15177 -0.063 0.012 -0.085
C 1.69307 -3.81108 -4.43565 0.005 -0.044 -0.105
C 2.52652 -4.28335 -3.43628 0.044 -0.082 -0.037
C 2.44820 -3.75506 -2.16001 -0.014 0.025 0.005
H 3.10187 -4.12558 -1.38293 0.078 -0.030 0.094
H 3.24005 -5.06524 -3.65203 0.058 -0.059 -0.019
H 1.75364 -4.22243 -5.43234 0.008 -0.030 -0.077
H 0.12913 -2.43502 -4.92748 -0.049 0.028 -0.062
H -0.00668 -1.49852 -2.65675 -0.077 0.093 0.037
H 1.11975 -1.15178 -0.51658 0.061 0.006 0.023
H 2.39363 -2.25431 0.03113 0.045 0.083 0.017
H -0.48008 -3.06882 2.30583 0.159 0.045 0.035
C -1.77909 0.72173 1.69026 -0.204 -0.307 -0.067
C -1.81933 1.05728 0.19084 0.033 -0.334 0.182
N -2.06321 2.46803 0.01496 0.227 0.048 -0.096
C -3.07306 3.05824 0.70291 -0.296 -0.263 0.070
O -3.28069 4.25465 0.66369 -0.060 0.454 0.038
C -3.92734 2.07065 1.46701 -0.024 0.150 0.175
C -3.10277 1.12667 2.34984 -0.006 -0.099 0.006
H -3.68380 0.22247 2.54482 0.065 0.090 0.038
H -2.89899 1.60788 3.30697 -0.017 -0.014 0.013
H -4.48281 1.48922 0.72663 -0.028 -0.017 -0.003
H -4.64771 2.62593 2.06698 0.029 0.015 -0.143
C -1.21512 3.26942 -0.83610 0.030 0.458 0.027
H -0.87690 2.65435 -1.67330 -0.027 0.023 0.004
H -1.83223 4.08811 -1.21640 0.116 -0.130 -0.070
C -0.01367 3.88342 -0.09488 -0.233 -0.111 -0.212
C 0.95456 2.84910 0.39640 0.044 0.065 0.106
C 1.69924 2.09295 -0.50472 0.009 0.009 0.128
C 2.57572 1.11658 -0.06897 0.054 -0.039 0.034
C 2.71225 0.88657 1.29212 -0.099 0.149 -0.001
C 1.99516 1.63750 2.21010 0.127 -0.111 0.008
C 1.12397 2.61404 1.75565 0.082 0.042 -0.171
H 0.57688 3.21028 2.47155 -0.081 0.054 0.067
H 2.11980 1.46204 3.26742 0.037 -0.042 0.098
Cl 3.79376 -0.34674 1.85221 0.086 -0.080 0.053
H 3.15251 0.54070 -0.77550 0.063 -0.086 -0.051
H 1.60021 2.27543 -1.56488 -0.015 0.012 -0.140
H 0.49312 4.55903 -0.78714 0.010 0.080 0.025
H -0.39609 4.47108 0.73998 0.008 0.063 -0.037
H -0.86761 0.80384 -0.28116 -0.093 0.012 -0.002
H -2.61105 0.46470 -0.28611 0.115 -0.060 -0.009
H -0.94715 1.27517 2.13407 -0.083 -0.081 -0.104
```
Forces are in eV/Å.

Just the Löwdin charges please, in e? Sure, here they are: atom 1 (O): 0.0753, atom 2 (C): -0.4659, atom 3 (N): 0.0844, atom 4 (H): 0.1017, atom 5 (C): -0.1712, atom 6 (H): 0.1161, atom 7 (C): -0.1569, atom 8 (H): 0.1214, atom 9 (H): 0.1196, atom 10 (C): -0.1748, atom 11 (C): -0.2405, atom 12 (C): -0.0459, atom 13 (C): -0.0867, atom 14 (C): -0.0977, atom 15 (C): -0.0863, atom 16 (C): -0.0444, atom 17 (H): 0.1131, atom 18 (H): 0.1012, atom 19 (H): 0.0993, atom 20 (H): 0.1010, atom 21 (H): 0.1094, atom 22 (H): 0.0887, atom 23 (H): 0.0951, atom 24 (H): 0.1210, atom 25 (C): -0.1929, atom 26 (C): -0.0950, atom 27 (N): -0.0486, atom 28 (C): -0.4605, atom 29 (O): 0.0620, atom 30 (C): -0.0767, atom 31 (C): -0.1193, atom 32 (H): 0.1123, atom 33 (H): 0.1201, atom 34 (H): 0.1289, atom 35 (H): 0.1229, atom 36 (C): -0.1345, atom 37 (H): 0.1236, atom 38 (H): 0.1256, atom 39 (C): -0.1112, atom 40 (C): -0.2335, atom 41 (C): -0.0329, atom 42 (C): -0.1087, atom 43 (C): -0.6854, atom 44 (C): -0.1125, atom 45 (C): -0.0463, atom 46 (H): 0.1227, atom 47 (H): 0.1115, atom 48 (Cl): 0.6900, atom 49 (H): 0.1112, atom 50 (H): 0.1219, atom 51 (H): 0.1242, atom 52 (H): 0.1193, atom 53 (H): 0.1196, atom 54 (H): 0.1443, atom 55 (H): 0.1209